The following is a quantum chemistry calculation of a structure of composition C19H25Br39ClS, from OMol25.

Each line ends with the Löwdin charge.
Atoms and positions in Å:
1 C 1.483 1.996 3.445  -0.14
2 C 1.668 1.249 2.405  -0.39
3 C 1.494 -0.244 2.500  -0.31
4 S 0.028 -0.735 1.486  0.92
5 C -1.412 -0.642 2.643  -0.48
6 C -1.583 0.693 3.391  -0.71
7 C -1.717 1.933 2.499  -0.47
8 Cl -3.157 0.519 4.278  0.67
9 H 1.394 1.521 4.418  0.09
10 H 1.442 3.074 3.390  0.07
11 H 1.909 1.686 1.442  0.08
12 H 1.225 -0.505 3.527  0.11
13 H 2.375 -0.816 2.206  0.10
14 H -0.108 0.200 0.502  0.00
15 H -2.315 -0.959 2.122  0.03
16 H -1.229 -1.407 3.401  0.07
17 H -0.834 0.790 4.169  0.07
18 H -0.995 1.979 1.681  -0.03
19 H -1.517 2.801 3.135  0.08
20 H -2.745 2.064 2.160  -0.31
21 C -2.114 -4.723 0.923  -1.54
22 Br -3.932 -4.497 1.519  0.60
23 Br -2.017 -5.207 -0.938  0.65
24 Br -1.044 -3.144 1.306  0.67
25 H -1.690 -5.543 1.489  -0.04
26 C 5.543 2.920 2.258  -1.56
27 Br 6.844 1.738 1.469  0.58
28 Br 4.633 3.981 0.936  0.53
29 Br 4.228 1.983 3.321  0.76
30 H 6.086 3.587 2.916  -0.09
31 C -3.293 0.851 -0.895  -1.64
32 Br -2.163 -0.370 -1.887  0.59
33 Br -4.016 2.220 -2.032  0.61
34 Br -4.663 -0.090 0.083  0.63
35 H -2.669 1.347 -0.164  -0.12
36 C 2.514 3.389 -2.796  -1.54
37 Br 1.872 1.758 -1.957  0.53
38 Br 1.502 3.818 -4.375  0.57
39 Br 2.599 4.879 -1.572  0.52
40 H 3.528 3.187 -3.113  -0.02
41 C -2.043 4.371 0.557  -1.40
42 Br -0.638 3.327 -0.260  0.64
43 Br -3.059 5.342 -0.758  0.61
44 Br -3.177 3.285 1.681  0.99
45 H -1.566 5.101 1.196  -0.01
46 C 9.610 3.187 4.130  -1.63
47 Br 8.568 1.722 4.828  0.56
48 Br 8.531 4.770 3.878  0.59
49 Br 11.159 3.544 5.215  0.60
50 H 9.966 2.887 3.154  -0.03
51 C -4.357 3.767 -5.602  -1.66
52 Br -6.210 3.980 -5.115  0.58
53 Br -4.129 3.225 -7.436  0.61
54 Br -3.329 5.345 -5.189  0.56
55 H -3.963 2.965 -4.993  -0.08
56 C -6.318 -5.069 4.792  -1.65
57 Br -7.305 -6.626 5.349  0.59
58 Br -7.198 -4.147 3.342  0.54
59 Br -5.950 -3.885 6.269  0.57
60 H -5.365 -5.414 4.416  -0.05
61 C -1.217 0.663 -6.732  -1.61
62 Br -1.099 -1.147 -6.066  0.60
63 Br -0.426 1.920 -5.502  0.50
64 Br -0.479 0.830 -8.502  0.60
65 H -2.268 0.907 -6.802  -0.07
66 C -2.401 -3.752 -8.542  -1.66
67 Br -1.167 -4.992 -9.351  0.57
68 Br -3.030 -2.440 -9.809  0.56
69 Br -3.862 -4.661 -7.670  0.56
70 H -1.857 -3.218 -7.775  -0.12
71 C 0.148 -7.810 -2.732  -1.65
72 Br -0.660 -9.502 -3.170  0.59
73 Br 1.648 -8.023 -1.536  0.58
74 Br 0.632 -6.816 -4.311  0.57
75 H -0.596 -7.229 -2.207  -0.12
76 C 2.315 -8.279 2.258  -1.65
77 Br 1.062 -9.663 2.729  0.59
78 Br 1.498 -6.529 2.314  0.53
79 Br 3.908 -8.352 3.338  0.59
80 H 2.615 -8.455 1.235  -0.08
81 C 2.937 7.815 1.736  -1.61
82 Br 2.817 8.403 -0.095  0.59
83 Br 2.021 6.134 1.999  0.51
84 Br 4.763 7.734 2.346  0.58
85 H 2.430 8.551 2.343  -0.03

Forces on atoms 1 to 2 (eV/Å):
-1.1 0.8 1.5
-0.7 -1.2 -1.4

Calculated values
Total charge: +1

---

The following is a quantum chemistry calculation of a cluster of 6 separate species, C19H25BrF5N2O15 in total, from OMol25.

Each line ends with the Löwdin charge.
Atoms and positions in Å:
1 Br -0.978 1.251 7.678  0.76
2 C -1.636 1.563 5.866  -0.71
3 C -2.503 2.824 5.841  -0.14
4 N -3.969 2.573 6.114  0.08
5 C -4.535 1.249 5.645  -0.08
6 C -3.557 0.115 5.902  -0.20
7 N -2.241 0.371 5.361  -0.07
8 H -0.763 1.772 5.256  0.10
9 H -2.404 3.360 4.900  0.14
10 H -2.164 3.500 6.621  0.11
11 H -4.171 2.705 7.105  0.18
12 H -4.487 3.305 5.628  0.18
13 H -5.454 1.086 6.206  0.14
14 H -4.816 1.348 4.599  0.14
15 H -3.463 -0.046 6.977  0.11
16 H -3.973 -0.777 5.441  0.14
17 H -2.215 0.325 4.347  0.12
18 C 0.499 1.413 1.737  -0.03
19 C 0.613 0.564 0.487  -0.29
20 O -0.518 -0.306 0.621  0.13
21 C -1.453 0.337 1.346  -0.56
22 O -2.591 0.012 1.457  0.17
23 O -0.922 1.425 1.958  0.05
24 F 1.741 -0.179 0.491  0.09
25 H 0.995 0.928 2.579  0.15
26 H 0.875 2.425 1.614  0.14
27 H 0.553 1.115 -0.448  0.13
28 C 0.833 2.697 -5.122  -0.02
29 C -0.552 2.787 -4.506  -0.30
30 O -0.328 2.264 -3.197  0.14
31 C 0.969 2.467 -2.884  -0.54
32 O 1.423 2.344 -1.786  0.14
33 O 1.676 2.825 -3.964  0.08
34 F -1.457 2.021 -5.140  0.10
35 H 0.991 1.718 -5.574  0.15
36 H 1.056 3.481 -5.838  0.15
37 H -0.946 3.800 -4.412  0.18
38 C 0.585 -2.758 -1.106  -0.06
39 C 0.512 -3.573 -2.382  -0.31
40 O 1.352 -4.669 -2.086  0.11
41 C 1.341 -4.856 -0.730  -0.54
42 O 1.732 -5.827 -0.184  0.20
43 O 0.807 -3.771 -0.123  0.08
44 F 1.011 -2.905 -3.453  0.07
45 H 1.440 -2.081 -1.132  0.14
46 H -0.323 -2.208 -0.884  0.13
47 H -0.483 -3.944 -2.635  0.17
48 C 4.321 4.096 -1.228  -0.05
49 C 3.512 5.018 -0.340  -0.32
50 O 4.465 5.973 0.056  0.13
51 C 5.433 6.038 -0.913  -0.54
52 O 6.240 6.893 -1.000  0.20
53 O 5.307 4.983 -1.756  0.08
54 F 3.021 4.384 0.760  0.06
55 H 4.808 3.320 -0.635  0.15
56 H 3.743 3.641 -2.026  0.12
57 H 2.683 5.522 -0.841  0.17
58 C 0.479 -6.801 -4.154  -0.06
59 C 0.384 -7.751 -5.331  -0.31
60 O -0.838 -8.419 -5.080  0.14
61 C -1.633 -7.594 -4.344  -0.55
62 O -2.791 -7.745 -4.163  0.19
63 O -0.899 -6.561 -3.856  0.06
64 F 1.393 -8.650 -5.354  0.08
65 H 0.960 -7.284 -3.302  0.15
66 H 0.983 -5.866 -4.376  0.13
67 H 0.327 -7.266 -6.308  0.17

Forces on atoms 1 to 2 (eV/Å):
-0.1 0.1 0.1
0.0 -0.2 -0.5

Calculated values
Energy relative to the best compared isomer or geometry (same formula, charge and spin) (kcal/mol): 0.0
Total charge: +1

---

Computed values of DFT total energy (unit: Eh) for the preceding records, in sequence: -101983.1651; -5050.2822.
Computed values of HOMO energy (unit: Ha) for the preceding records, in sequence: -0.3763; -0.4631.
Computed values of gap between HOMO and LUMO (unit: eV) for the preceding records, in sequence: 7.32; 9.25.